{
  "formula": "C29H36AsN3O5PS2V",
  "method": "ωB97M-V/def2-TZVPD",
  "symbols": ["V", "S", "C", "C", "C", "C", "C", "C", "As", "C", "C", "C", "C", "C", "C", "C", "C", "C", "C", "C", "C", "H", "H", "H", "H", "H", "H", "H", "H", "H", "H", "H", "H", "H", "H", "C", "P", "C", "C", "O", "H", "H", "H", "H", "H", "H", "H", "H", "H", "C", "C", "S", "O", "O", "C", "C", "N", "C", "N", "C", "C", "N", "O", "O", "C", "H", "H", "H", "H", "H", "H", "H", "H", "H", "H", "H", "H", "H"],
  "xyz": [[-1.586, 0.749, 0.117], [-3.224, -0.744, 0.530], [-2.488, -2.009, 1.553], [-3.077, -3.270, 1.623], [-2.537, -4.252, 2.444], [-1.410, -3.992, 3.216], [-0.815, -2.744, 3.150], [-1.337, -1.764, 2.311], [-0.542, -0.011, 2.146], [1.302, -0.356, 1.636], [1.728, -1.592, 1.161], [3.016, -1.735, 0.653], [3.884, -0.651, 0.621], [3.465, 0.586, 1.096], [2.176, 0.732, 1.592], [-0.397, 0.481, 4.011], [0.815, 0.526, 4.685], [0.832, 0.822, 6.044], [-0.354, 1.069, 6.720], [-1.566, 1.020, 6.043], [-1.589, 0.728, 4.688], [-3.967, -3.473, 1.040], [-3.009, -5.227, 2.488], [-1.006, -4.755, 3.872], [0.059, -2.524, 3.750], [1.056, -2.441, 1.179], [3.348, -2.702, 0.290], [4.885, -0.768, 0.219], [4.137, 1.436, 1.064], [1.843, 1.704, 1.943], [1.740, 0.322, 4.166], [1.776, 0.850, 6.573], [-0.335, 1.295, 7.780], [-2.493, 1.201, 6.572], [-2.534, 0.666, 4.164], [-3.015, 3.240, 1.651], [-1.570, 3.829, 0.760], [-0.347, 4.229, 2.002], [-2.035, 5.341, -0.063], [-1.050, 2.800, -0.241], [-3.525, 4.072, 2.144], [-2.713, 2.518, 2.406], [-3.713, 2.769, 0.959], [-0.653, 5.096, 2.590], [0.597, 4.448, 1.501], [-0.216, 3.374, 2.665], [-2.350, 6.105, 0.648], [-2.848, 5.127, -0.758], [-1.175, 5.700, -0.631], [-0.093, 0.111, -7.661], [-0.237, -0.919, -6.538], [1.351, -1.141, -5.766], [1.657, 0.072, -5.044], [2.275, -1.655, -6.739], [1.056, -2.448, -4.561], [1.743, -2.229, -3.217], [1.222, -1.107, -2.422], [0.005, -1.077, -1.851], [-0.194, 0.093, -1.238], [0.944, 0.842, -1.436], [1.816, 0.114, -2.148], [3.167, 0.514, -2.450], [3.976, -0.341, -2.765], [3.403, 1.699, -2.343], [-0.953, -2.212, -1.892], [-1.067, 0.307, -8.108], [0.579, -0.257, -8.436], [0.305, 1.049, -7.275], [-0.548, -1.898, -6.909], [-0.910, -0.583, -5.747], [1.487, -3.336, -5.025], [-0.026, -2.576, -4.471], [2.799, -2.060, -3.354], [1.627, -3.133, -2.627], [1.060, 1.837, -1.052], [-0.447, -3.149, -2.118], [-1.726, -2.044, -2.644], [-1.453, -2.305, -0.934]],
  "gap_ev": [7.6184, 8.0788],
  "total_charge": 1,
  "multiplicity": 4,
  "e_above_lowest_kcal_mol": 15.6
}